w.
The following is a DFT calculation (wB97M-V/def2-TZVPD) of a cluster of 2 separate species, C2H2NO3P in total.

Values from the calculation:
**Kohn-Sham gap**: 4.79 eV

The geometry in ORCA input format:
```
! RIJCOSX wB97M-V def2-TZVPD def2/J DEFGRID3
* xyz -2 1
P 0.085 -0.019 -0.196
O -3.189 3.759 7.496
O -6.907 0.967 5.434
O -5.472 0.081 6.963
N -5.256 2.294 6.484
C -4.421 2.998 6.852
C -6.021 0.873 6.239
H -0.931 -0.913 -0.598
H 0.258 -0.387 1.099
*
```

***

x.
The following is a DFT calculation (wB97M-V/def2-TZVPD) of a cluster of 2 separate species, C2H2NO3P in total.

Values from the calculation:
**Kohn-Sham gap**: 7.89 eV

The geometry in ORCA input format:
```
! RIJCOSX wB97M-V def2-TZVPD def2/J DEFGRID3
* xyz -2 1
P 2.118 -0.047 -1.051
O 3.294 -0.764 -0.517
O 1.227 0.862 -0.002
O 2.188 0.544 -2.423
N -2.435 -1.179 2.602
C 0.556 -0.322 -0.275
C -1.776 -1.183 1.587
H -0.242 -0.164 -0.931
H 0.485 -0.840 0.631
*
```

***

Quick one: most stable of them? x

***

w.
The following is a DFT calculation (wB97M-V/def2-TZVPD) of a structure of composition C2H2Cl3OP.

Values from the calculation:
**Kohn-Sham gap**: 9.41 eV

The geometry in ORCA input format:
```
! RIJCOSX wB97M-V def2-TZVPD def2/J DEFGRID3
* xyz 0 1
Cl 1.688 -2.940 0.121
Cl 1.628 0.797 -0.883
Cl -1.817 1.391 2.090
P 0.734 -1.761 -1.444
O -0.599 -2.070 -0.977
C -0.887 0.795 0.708
C 0.122 1.421 0.049
H 0.142 2.634 -0.177
H -1.010 -0.267 0.513
*
```

***

x.
The following is a DFT calculation (wB97M-V/def2-TZVPD) of a cluster of 2 separate species, C2H2Cl3OP in total.

Values from the calculation:
**Kohn-Sham gap**: 9.13 eV

The geometry in ORCA input format:
```
! RIJCOSX wB97M-V def2-TZVPD def2/J DEFGRID3
* xyz 0 1
Cl 1.961 -1.702 0.842
Cl -0.905 -1.375 1.510
Cl 0.368 1.469 1.043
P -1.581 1.185 -0.434
O -1.299 2.326 -1.297
C 0.184 0.314 -0.130
C 0.298 -1.147 0.201
H -0.120 -1.787 -0.497
H 1.095 0.717 -1.238
*
```

***

Quick one: most stable of them? w

***

w.
The following is a DFT calculation (wB97M-V/def2-TZVPD) of a cluster of 4 separate species, C4H17NO3 in total.

Values from the calculation:
**SMILES**: CC(C)CN.O.O.O
**Kohn-Sham gap**: 10.27 eV

The geometry in ORCA input format:
```
! RIJCOSX wB97M-V def2-TZVPD def2/J DEFGRID3
* xyz 0 1
O 2.358 2.190 -1.665
O -0.163 3.095 1.975
O -0.954 0.732 3.790
N -0.077 1.029 -0.338
C -1.062 -2.749 -0.145
C -0.960 -0.224 -0.471
C -0.079 -1.382 -0.356
C 0.946 -1.696 -1.473
H 0.627 -1.462 0.443
H 0.860 0.717 -0.286
H 1.847 1.436 -2.012
H -1.767 -0.270 0.279
H -0.400 1.426 3.654
H -1.626 -0.168 -1.376
H 1.525 -0.767 -1.720
H 0.291 -2.127 -2.228
H -0.496 -3.600 0.247
H 1.600 -2.433 -1.217
H -1.689 0.682 3.196
H -0.289 1.669 -1.007
H -0.147 2.589 1.258
H -1.624 -2.819 -1.097
H 0.467 3.762 2.101
H -1.754 -2.383 0.777
H 2.565 2.752 -2.327
*
```

***

x.
The following is a DFT calculation (wB97M-V/def2-TZVPD) of a cluster of 5 separate species, C4H17NO3 in total.

Values from the calculation:
**Kohn-Sham gap**: 3.10 eV

The geometry in ORCA input format:
```
! RIJCOSX wB97M-V def2-TZVPD def2/J DEFGRID3
* xyz 0 1
O 2.617 -0.677 0.676
O -0.156 -1.289 1.876
O 2.565 0.132 -1.767
N -2.080 -0.559 -0.132
C -0.086 -0.583 -1.506
C -3.596 -0.434 -0.127
C 1.693 1.839 2.188
C -1.582 -0.135 -1.430
H -3.819 0.616 -0.231
H -0.942 -1.074 1.255
H 3.001 -1.550 0.512
H 0.543 -0.681 1.599
H -1.473 0.899 -1.607
H 1.551 1.591 1.086
H 0.298 0.033 -2.406
H -4.158 -0.862 0.695
H 2.191 2.808 2.347
H 2.245 0.997 2.624
H 0.669 -0.223 -0.641
H 2.588 -0.239 -0.831
H 3.430 0.570 -1.749
H 0.618 1.872 2.647
H 0.181 -1.625 -1.659
H -2.267 -0.542 -2.294
H -4.032 -0.884 -1.126
*
```

***

Quick one: most stable of them? w

***

w.
The following is a DFT calculation (wB97M-V/def2-TZVPD) of a cluster of 2 separate species, C4H10O4 in total.

Values from the calculation:
**SMILES**: COCCC(=O)O.O
**Kohn-Sham gap**: 10.21 eV

The geometry in ORCA input format:
```
! RIJCOSX wB97M-V def2-TZVPD def2/J DEFGRID3
* xyz 0 1
O 2.537 -0.085 -1.280
O -5.023 1.639 2.808
O -2.014 0.599 0.939
O -1.393 -1.343 0.000
C 0.336 0.428 0.051
C -1.082 -0.185 0.301
C 3.274 -1.218 -1.589
C 1.074 -0.266 -1.093
H 0.926 0.406 0.987
H -4.870 1.438 3.758
H 3.091 -2.100 -0.953
H 0.635 0.133 -2.028
H -4.195 1.358 2.358
H 3.014 -1.475 -2.630
H 0.895 -1.358 -1.078
H 4.348 -0.969 -1.546
H 0.161 1.489 -0.212
H -1.714 1.510 1.207
*
```

***

x.
The following is a DFT calculation (wB97M-V/def2-TZVPD) of a cluster of 3 separate species, C4H10O4 in total.

Values from the calculation:
**SMILES**: O=CCCC=O.O.O
**Kohn-Sham gap**: 10.55 eV

The geometry in ORCA input format:
```
! RIJCOSX wB97M-V def2-TZVPD def2/J DEFGRID3
* xyz 0 1
O 0.242 -1.774 1.943
O -2.632 -2.507 0.478
O 1.688 3.579 0.407
O 0.258 1.868 -1.268
C 1.039 -1.364 1.163
C -0.573 0.937 -1.431
C -0.200 -0.403 -0.781
C 0.665 -0.084 0.360
H -1.152 -0.786 -0.156
H 0.354 0.626 1.024
H 0.840 3.693 0.739
H -1.504 1.257 -1.903
H 1.842 -1.996 0.854
H 1.663 0.206 -0.109
H 0.108 -1.227 -1.446
H -2.367 -3.011 -0.292
H -1.812 -2.302 0.832
H 1.540 3.289 -0.416
*
```

***

Quick one: most stable of them? w

***

w.
The following is a DFT calculation (wB97M-V/def2-TZVPD) of a structure of composition C8H6N2O.

Values from the calculation:
**Kohn-Sham gap**: 9.52 eV

The geometry in ORCA input format:
```
! RIJCOSX wB97M-V def2-TZVPD def2/J DEFGRID3
* xyz 0 1
O 1.336 0.287 1.687
N -0.593 0.689 -1.291
N 2.233 0.858 -0.329
C -1.808 0.496 -1.750
C -0.889 -1.056 0.276
C 3.182 0.979 0.700
C -2.595 -0.615 -1.286
C -0.124 0.063 -0.246
C -2.161 -1.348 -0.232
C 1.236 0.429 0.320
C 2.546 0.661 1.857
H -3.605 -0.693 -1.754
H -2.216 0.972 -2.615
H 2.909 0.673 2.842
H -2.951 -2.231 0.194
H 4.127 1.444 0.391
H -0.630 -1.608 1.234
*
```

***

x.
The following is a DFT calculation (wB97M-V/def2-TZVPD) of the molecule C8H6N2O.

Values from the calculation:
**SMILES**: c1ccc(-c2ncco2)nc1
**Kohn-Sham gap**: 9.58 eV

The geometry in ORCA input format:
```
! RIJCOSX wB97M-V def2-TZVPD def2/J DEFGRID3
* xyz 0 1
O 1.434 -1.493 -0.506
N -1.308 0.851 -0.451
N 0.199 -0.737 -2.217
C -0.296 0.188 0.076
C 0.261 0.291 1.327
C 1.171 -1.722 -2.654
C -1.545 1.767 1.807
C -0.431 1.080 2.262
C -1.938 1.636 0.549
C 1.899 -2.161 -1.596
C 0.453 -0.637 -0.993
H -1.977 2.403 2.304
H 1.221 -0.339 1.915
H -0.081 1.427 3.134
H -2.805 2.339 -0.045
H 1.319 -2.040 -3.605
H 2.424 -2.853 -1.309
*
```

***

Quick one: most stable of them? w

***

w.
The following is a DFT calculation (wB97M-V/def2-TZVPD) of a cluster of 2 separate species, CH5ClNP in total.

Values from the calculation:
**Kohn-Sham gap (spin up / spin down)**: 8.13 / 7.79 eV

The geometry in ORCA input format:
```
! RIJCOSX wB97M-V def2-TZVPD def2/J DEFGRID3
* xyz 0 1
Cl 0.437 -2.546 0.089
P -0.011 -0.790 0.941
N 1.457 1.033 -0.080
C -1.272 -0.180 -0.228
H -2.222 -0.207 0.290
H 2.447 0.725 -0.030
H -0.847 0.842 -0.234
H -1.352 -0.685 -1.260
H 1.363 1.808 0.511
*
```

***

x.
The following is a DFT calculation (wB97M-V/def2-TZVPD) of the molecule CH5ClNP.

Values from the calculation:
**SMILES**: CP(N)Cl
**Kohn-Sham gap**: 10.12 eV

The geometry in ORCA input format:
```
! RIJCOSX wB97M-V def2-TZVPD def2/J DEFGRID3
* xyz 0 1
Cl 2.834 -0.176 0.085
P 0.937 0.191 0.902
N 0.350 1.440 -0.203
C -0.092 -1.134 0.074
H 1.085 1.741 -0.852
H -1.175 -0.765 0.279
H 0.190 -2.216 0.313
H -0.061 2.243 0.261
H 0.047 -1.171 -1.041
*
```

***

Quick one: most stable of them? x